{"formula": "C31H50BN12PV", "method": "ωB97M-V with the def2-TZVPD basis set", "elements": ["V", "C", "C", "C", "C", "N", "N", "B", "N", "C", "C", "C", "C", "N", "N", "C", "C", "C", "C", "N", "N", "C", "C", "C", "C", "N", "H", "H", "H", "H", "H", "H", "H", "H", "H", "H", "H", "H", "H", "H", "H", "H", "H", "H", "H", "H", "N", "P", "N", "C", "C", "C", "C", "C", "N", "C", "C", "C", "C", "C", "N", "C", "C", "C", "C", "C", "H", "H", "H", "H", "H", "H", "H", "H", "H", "H", "H", "H", "H", "H", "H", "H", "H", "H", "H", "H", "H", "H", "H", "H", "H", "H", "H", "H", "H", "H"], "coordinates": [[1.3174, -0.0014, -0.2563], [0.2810, -2.4535, 2.2486], [1.1816, -1.3118, 2.5328], [1.8651, -1.0147, 3.6808], [2.6657, 0.0926, 3.3889], [2.4687, 0.4803, 2.1384], [1.5338, -0.3846, 1.5691], [3.4452, 1.3526, 1.2349], [3.9859, 0.3617, 0.0815], [5.2362, 0.1034, -0.2694], [5.2630, -0.8104, -1.3285], [3.9557, -1.1070, -1.6092], [3.3756, -2.0217, -2.6259], [3.1493, -0.3988, -0.7521], [2.5247, 2.3920, 0.4895], [2.6509, 3.6725, 0.1829], [1.6923, 4.0465, -0.7620], [0.9766, 2.9155, -1.0445], [-0.1316, 2.7143, -2.0090], [1.4821, 1.8796, -0.2838], [4.5438, 1.8850, 2.0423], [5.0363, 3.1126, 2.4069], [6.1537, 2.9158, 3.1548], [6.3251, 1.5107, 3.2115], [7.4130, 0.7388, 3.8910], [5.3677, 0.8887, 2.5544], [-0.4051, -2.6031, 3.0810], [0.8733, -3.3648, 2.1441], [-0.3036, -2.3074, 1.3446], [1.8228, -1.5458, 4.6172], [3.3738, 0.6209, 4.0069], [6.0452, 0.5774, 0.2642], [6.1395, -1.2018, -1.8165], [4.1693, -2.4536, -3.2308], [2.6984, -1.4925, -3.2986], [2.8354, -2.8442, -2.1535], [3.4042, 4.2824, 0.6500], [1.5573, 5.0260, -1.1891], [-0.4053, 3.6716, -2.4476], [-1.0104, 2.2853, -1.5275], [0.1675, 2.0485, -2.8205], [4.5501, 4.0414, 2.1679], [6.7701, 3.6722, 3.6097], [7.9945, 1.3879, 4.5415], [8.0887, 0.2997, 3.1578], [6.9962, -0.0649, 4.4955], [-0.2125, -0.3734, -0.6843], [-1.9506, -0.5678, -0.5393], [-2.5775, 0.2067, -1.7989], [-3.8890, 0.9511, -1.7514], [-4.7080, 0.6297, -2.9881], [-4.0053, 1.0844, -4.2676], [-2.4818, 0.8848, -4.1734], [-2.1304, -0.1947, -3.1658], [-2.4634, 0.1598, 0.8032], [-2.5395, -0.5325, 2.1159], [-3.7311, -0.0184, 2.9069], [-3.6456, 1.4881, 3.1056], [-3.5037, 2.1927, 1.7640], [-2.3345, 1.6332, 0.9683], [-2.0919, -2.1660, -0.4297], [-3.4865, -2.6931, -0.2401], [-4.0120, -3.3452, -1.5045], [-3.0740, -4.4455, -1.9834], [-1.6610, -3.9039, -2.1757], [-1.1593, -3.2164, -0.9190], [-3.6858, 2.0229, -1.6926], [-4.4194, 0.6598, -0.8465], [-5.6761, 1.1216, -2.8884], [-4.9174, -0.4416, -3.0082], [-4.2201, 2.1368, -4.4525], [-4.4078, 0.5348, -5.1175], [-1.9927, 1.8189, -3.8890], [-2.0653, 0.6011, -5.1397], [-1.0533, -0.3796, -3.1407], [-2.6124, -1.1374, -3.4348], [-1.6111, -0.3233, 2.6619], [-2.6073, -1.6034, 1.9491], [-3.7695, -0.5416, 3.8632], [-4.6486, -0.2756, 2.3687], [-2.7828, 1.7263, 3.7376], [-4.5236, 1.8544, 3.6354], [-3.3518, 3.2647, 1.8972], [-4.4194, 2.0737, 1.1778], [-1.3892, 1.8229, 1.4946], [-2.2753, 2.1006, -0.0111], [-4.1287, -1.8783, 0.1005], [-3.4279, -3.4173, 0.5775], [-4.1293, -2.5859, -2.2832], [-5.0068, -3.7444, -1.3015], [-3.4404, -4.8864, -2.9092], [-3.0549, -5.2524, -1.2439], [-1.6335, -3.2035, -3.0152], [-0.9707, -4.7129, -2.4207], [-0.1727, -2.7781, -1.0690], [-1.0693, -3.9441, -0.1066]], "atomic_forces_ev_per_a": [[-0.8, 0.6, 1.0], [-0.1, 0.0, 0.1], [0.0, 0.3, -0.3], [0.1, 0.0, 0.1], [0.0, 0.1, 0.1], [0.1, -0.5, -0.5], [0.0, 0.0, 0.4], [-0.3, -0.1, -0.3], [-0.6, -0.1, 0.0], [0.1, 0.0, 0.0], [0.1, 0.1, 0.1], [-0.3, 0.1, 0.2], [0.0, 0.0, -0.1], [0.1, -0.1, -0.4], [0.0, -0.4, -0.5], [0.0, 0.2, 0.1], [0.1, 0.1, 0.0], [0.0, -0.4, 0.2], [0.0, 0.1, -0.1], [0.0, 0.5, 0.1], [0.4, -0.2, 0.1], [-0.1, 0.0, 0.1], [0.0, 0.1, -0.1], [0.2, -0.3, 0.1], [-0.1, 0.1, 0.0], [-0.2, 0.3, -0.1], [0.0, 0.0, 0.0], [0.0, 0.0, 0.0], [0.0, 0.1, 0.0], [0.0, 0.0, 0.0], [0.0, 0.0, 0.0], [0.0, 0.0, 0.0], [0.0, 0.0, 0.0], [0.0, 0.0, 0.0], [0.0, 0.0, 0.0], [0.0, 0.0, 0.0], [0.0, 0.0, -0.1], [0.0, 0.0, 0.0], [0.0, 0.0, 0.0], [0.1, 0.0, -0.1], [0.0, 0.0, 0.0], [0.0, 0.0, 0.0], [0.0, 0.0, 0.0], [0.0, 0.0, 0.0], [0.0, 0.0, 0.0], [0.0, 0.0, 0.0], [1.1, -0.1, -0.1], [0.4, -0.1, -0.1], [-0.2, 0.2, -0.3], [0.2, -0.2, 0.1], [-0.1, 0.1, 0.1], [0.0, 0.0, -0.1], [0.0, 0.0, 0.0], [0.0, 0.0, 0.2], [0.2, 0.1, 0.3], [0.0, 0.0, -0.1], [-0.1, -0.1, -0.1], [0.0, 0.0, 0.1], [0.0, 0.0, -0.1], [0.0, -0.1, 0.0], [-0.3, -0.4, -0.2], [0.2, 0.1, 0.1], [-0.1, 0.0, 0.0], [0.0, -0.1, 0.1], [0.0, 0.0, -0.1], [0.0, 0.1, 0.2], [0.0, 0.0, 0.0], [0.0, 0.0, 0.0], [0.0, 0.0, 0.0], [0.0, 0.0, 0.0], [0.0, 0.0, 0.0], [0.0, 0.0, 0.0], [0.0, 0.0, 0.0], [0.0, 0.0, 0.0], [0.0, 0.0, 0.0], [0.0, 0.0, 0.0], [0.0, 0.0, 0.0], [0.0, 0.0, 0.0], [0.0, 0.0, 0.0], [0.0, 0.0, 0.0], [0.0, 0.0, 0.0], [0.0, 0.0, 0.0], [0.0, 0.0, 0.0], [0.0, 0.0, 0.0], [0.0, 0.0, 0.0], [0.0, 0.0, 0.0], [0.0, 0.0, -0.1], [0.0, 0.0, 0.0], [0.0, 0.0, 0.0], [0.0, 0.0, 0.0], [0.0, 0.0, 0.0], [0.0, 0.0, 0.0], [0.0, 0.0, 0.0], [0.0, 0.0, 0.0], [0.0, 0.0, 0.0], [0.0, 0.0, 0.0]], "nbo_charge": [1.373, -0.666, 0.263, -0.298, 0.167, -0.337, -0.348, 0.924, -0.329, 0.148, -0.299, 0.267, -0.668, -0.421, -0.311, 0.142, -0.293, 0.267, -0.664, -0.355, -0.468, -0.011, -0.297, 0.201, -0.652, -0.334, 0.266, 0.271, 0.223, 0.281, 0.280, 0.277, 0.279, 0.275, 0.241, 0.243, 0.258, 0.282, 0.271, 0.236, 0.246, 0.214, 0.263, 0.246, 0.245, 0.242, -0.693, 2.408, -0.844, -0.203, -0.414, -0.412, -0.417, -0.215, -0.814, -0.207, -0.405, -0.407, -0.415, -0.210, -0.847, -0.219, -0.410, -0.409, -0.419, -0.199, 0.201, 0.222, 0.255, 0.207, 0.231, 0.239, 0.200, 0.249, 0.203, 0.208, 0.185, 0.223, 0.244, 0.214, 0.204, 0.251, 0.243, 0.215, 0.192, 0.214, 0.219, 0.221, 0.196, 0.253, 0.248, 0.217, 0.201, 0.245, 0.200, 0.213], "charge": 3, "homo_energy_ev": [-16.44, -16.44]}